1.
Here is an isolated molecule of C21H24N2O4 in a non-equilibrium geometry from the Open Molecules 2025 dataset. Energies are from ωB97M-V/def2-TZVPD.

Last column: Mulliken charge in e.
CARTESIAN COORDINATES (ANGSTROEM)
C1 6.3856 -0.0347 0.3372  -0.97
O1 5.1441 -0.4344 -0.1892  -0.37
C2 4.0846 0.4115 -0.0718  0.62
C3 4.1013 1.6202 0.6127  -0.56
C4 2.9505 2.3904 0.6993  -1.12
C5 1.7755 1.9775 0.1119  -0.76
C6 1.7368 0.7732 -0.5961  1.03
C7 0.5261 0.2827 -1.2217  -0.55
N1 -0.6301 0.6812 -0.8621  -0.07
N2 -1.7168 0.1681 -1.4637  0.08
C8 -3.0029 0.4031 -1.0542  0.07
O2 -3.9182 -0.1283 -1.6423  -0.65
C9 -3.1767 1.3478 0.1084  -0.81
C10 -3.0284 2.8257 -0.3195  0.57
C11 -3.8020 3.7392 0.6279  -1.59
O3 -1.6830 3.2378 -0.3067  -0.62
C12 2.8961 -0.0073 -0.6945  0.24
O4 2.8708 -1.1924 -1.3939  -0.59
C13 2.6993 -2.3584 -0.5793  -0.88
C14 1.3899 -2.2955 0.1473  -0.44
C15 0.2592 -2.7950 -0.3496  -0.33
C16 -1.0829 -2.6258 0.1882  0.97
C17 -2.1579 -3.1998 -0.4947  -0.49
C18 -3.4566 -3.0214 -0.0602  -0.55
C19 -3.7097 -2.2658 1.0717  -0.44
C20 -2.6544 -1.6933 1.7634  -0.65
C21 -1.3552 -1.8672 1.3282  -0.18
H1 6.7327 0.8984 -0.1169  0.38
H2 7.0801 -0.8358 0.0891  0.24
H3 6.3430 0.0825 1.4253  0.37
H4 5.0049 1.9679 1.0875  0.40
H5 2.9827 3.3244 1.2392  0.41
H6 0.8838 2.5779 0.1839  0.39
H7 0.6512 -0.4749 -1.9989  0.57
H8 -1.5989 -0.5247 -2.2071  0.32
H9 -4.1799 1.1863 0.5016  0.43
H10 -2.4388 1.1298 0.8810  0.41
H11 -3.4392 2.9401 -1.3384  0.23
H12 -3.4655 3.5803 1.6491  0.37
H13 -3.6099 4.7740 0.3588  0.40
H14 -4.8682 3.5442 0.5612  0.39
H15 -1.1321 2.4829 -0.5728  0.53
H16 2.7253 -3.1882 -1.2886  0.45
H17 3.5391 -2.4461 0.1205  0.28
H18 1.3929 -1.7130 1.0577  0.31
H19 0.3112 -3.3670 -1.2696  0.32
H20 -1.9667 -3.7881 -1.3817  0.36
H21 -4.2737 -3.4637 -0.6090  0.39
H22 -4.7241 -2.1194 1.4100  0.39
H23 -2.8473 -1.1033 2.6479  0.41
H24 -0.5474 -1.4035 1.8732  0.26

Atoms 1-2, force components in eV/Å:
0.22 0.07 0.13
-0.43 -0.05 -0.19

Calculated values
LUMO energy: 0.25 eV
HOMO energy: -8.4 eV
total energy: -33335.1800 eV
SMILES: COc1cccc(/C=N/NC(=O)C[C@@H](C)O)c1OC/C=C/c1ccccc1
orbital gap: 8.68 eV
energy relative to the best compared isomer or geometry (same formula, charge and spin): 95.91 kcal per mole



2.
Here is a cluster of 2 separate species, C3H5ClO3 in total in a non-equilibrium geometry from the Open Molecules 2025 dataset. Energies are from ωB97M-V/def2-TZVPD.

Last column: Mulliken charge in e.
CARTESIAN COORDINATES (ANGSTROEM)
C1 -0.6881 1.0478 0.7006  0.39
C2 -1.8370 0.2587 0.9451  -0.73
C3 1.1461 -0.5678 -0.7645  0.43
O1 -0.5101 2.1917 0.5853  -0.37
O2 1.4090 0.0235 -2.0716  -0.51
O3 2.2495 -0.5617 0.0494  -0.49
Cl1 0.3781 -2.1660 -1.1272  -0.21
H1 -1.7506 -0.7487 0.4798  0.22
H2 -2.2408 0.1432 1.9375  0.32
H3 -2.6662 0.7108 0.3518  0.26
H4 2.2979 0.6033 -2.0303  0.34
H5 2.2120 -0.9348 0.9442  0.35

Atoms 1-2, force components in eV/Å:
2.31 -0.29 -0.47
-3.16 -2.03 -1.60

Calculated values
LUMO energy (spin up / spin down): 0.04 / 0.24 eV
HOMO energy (spin up / spin down): -7.5 / -8.1 eV
total energy: -21852.9008 eV
orbital gap (spin up / spin down): 7.58 / 8.32 eV
energy relative to the best compared isomer or geometry (same formula, charge and spin): 96.24 kcal per mole



3.
Here is a structure of composition C17H36BBr2N5OP2SiTa in a non-equilibrium geometry from the Open Molecules 2025 dataset. Energies are from ωB97M-V/def2-TZVPD.

Last column: Mulliken charge in e.
CARTESIAN COORDINATES (ANGSTROEM)
Ta1 0.0881 0.0275 -0.2589  -1.67
Br1 -1.2106 2.7454 1.4017  0.06
C1 0.0881 2.6135 2.8161  -0.69
Br2 1.3210 1.1784 2.4306  0.15
H1 -0.4282 2.3715 3.7360  0.55
H2 0.6456 3.5397 2.8687  0.50
C2 -3.3637 1.4206 -1.0865  -1.32
P1 -1.6734 1.3746 -1.7275  0.72
C3 -1.2269 3.0681 -2.1547  -0.85
C4 -1.7761 0.4819 -3.3074  -0.96
C5 -2.2850 -0.9283 -3.0326  -1.31
P2 -1.2509 -1.7860 -1.7934  1.18
C6 -0.2909 -2.9961 -2.7279  -1.56
C7 -2.4048 -2.7841 -0.8250  -1.58
H3 -4.0433 1.7020 -1.8943  0.47
H4 -3.4491 2.1689 -0.2987  0.43
H5 -3.6675 0.4601 -0.6717  0.33
H6 -1.9255 3.4199 -2.9167  0.55
H7 -0.2137 3.1082 -2.5501  -0.04
H8 -1.2979 3.7230 -1.2883  0.35
H9 -0.7840 0.4764 -3.7695  0.29
H10 -2.4372 1.0243 -3.9874  0.68
H11 -2.3077 -1.5307 -3.9426  0.62
H12 -3.3063 -0.9051 -2.6482  0.52
H13 -1.0026 -3.6714 -3.2063  0.57
H14 0.3485 -3.5811 -2.0655  0.39
H15 0.3181 -2.5258 -3.4953  0.43
H16 -2.9965 -3.3788 -1.5246  0.57
H17 -3.0719 -2.1649 -0.2295  0.35
H18 -1.8696 -3.4598 -0.1560  0.45
N1 2.6805 -3.0383 1.4317  -0.02
C8 1.9068 -2.9460 2.5725  -0.95
C9 0.9167 -2.0628 2.2948  -0.53
N2 1.0791 -1.6029 0.9934  0.53
C10 2.1475 -2.2317 0.5162  -0.19
C11 2.4838 -1.8968 -0.8457  -0.17
N3 1.6722 -1.0231 -1.4159  1.67
C12 2.1524 -0.8211 -2.6993  -0.90
C13 3.2469 -1.6012 -2.8820  -1.19
N4 3.4400 -2.2807 -1.6959  0.06
H19 3.4929 -3.6314 1.3315  0.21
H20 2.1244 -3.5173 3.4596  0.45
H21 0.1047 -1.7547 2.9294  0.52
H22 1.6998 -0.1301 -3.3897  0.62
H23 3.8942 -1.7374 -3.7328  0.45
H24 4.1965 -2.9263 -1.5146  0.20
B1 -2.8167 -1.8247 2.8540  0.43
C14 -2.0025 -1.0421 1.8531  -0.19
N5 -1.3526 -0.4780 1.0490  0.40
H25 -2.6697 -1.2591 3.9169  0.00
H26 -3.9592 -1.7475 2.4509  0.00
H27 -2.3465 -2.9436 2.8032  0.01
C15 2.7042 2.8113 -2.8105  -1.15
Si1 2.5634 2.5034 -1.0031  0.77
C16 3.9907 1.5231 -0.3701  -0.96
C17 2.1938 4.0156 -0.0313  -1.01
O1 1.1725 1.3968 -0.7950  0.53
H28 3.6463 3.3408 -2.9868  0.46
H29 1.9141 3.4468 -3.2150  0.39
H30 2.7467 1.8912 -3.3957  0.33
H31 4.8583 2.1783 -0.2499  0.52
H32 4.2797 0.7397 -1.0772  0.24
H33 3.7955 1.0716 0.6048  0.25
H34 2.8230 4.8309 -0.4015  0.44
H35 2.4312 3.8876 1.0273  0.27
H36 1.1569 4.3446 -0.1257  0.32

Atoms 1-2, force components in eV/Å:
1.33 -0.22 -0.38
0.00 0.13 0.09

Calculated values
LUMO energy: -10.54 eV
HOMO energy: -17.9 eV
total charge: +3
total energy: -196459.3462 eV
orbital gap: 7.40 eV
energy relative to the best compared isomer or geometry (same formula, charge and spin): 17.37 kcal per mole



4.
Here is the ion C2H4N3O with charge +1 in a non-equilibrium geometry from the Open Molecules 2025 dataset. Energies are from ωB97M-V/def2-TZVPD.

Last column: Mulliken spin population.
CARTESIAN COORDINATES (ANGSTROEM)
C1 -1.6576 0.7279 -0.5644  -0.06
C2 -0.3320 0.1283 0.0517  0.56
N1 -2.6191 1.1537 -0.9918  0.14
N2 0.7139 0.0488 -0.7297  0.68
N3 -0.3724 -0.2803 1.2898  0.59
O1 1.8983 -0.3913 -0.1817  0.15
H1 0.7612 0.4922 -1.6468  -0.02
H2 -1.2165 -0.2249 1.8445  -0.02
H3 0.4718 -0.6473 1.7186  -0.02
H4 2.3523 -1.0070 -0.7902  0.01

Atoms 1-2, force components in eV/Å:
5.97 -2.55 2.40
-9.67 4.09 -1.96

Calculated values
LUMO energy (spin up / spin down): -4.31 / -9.57 eV
HOMO energy (spin up / spin down): -11.8 / -16.3 eV
total charge: +1
multiplicity: 3
total energy: -8642.4361 eV
⟨S²⟩: 2.010
orbital gap (spin up / spin down): 7.49 / 6.77 eV
energy relative to the best compared isomer or geometry (same formula, charge and spin): 28.50 kcal per mole



5.
Here is a structure of composition C25H23BrF3HgN6O2S from the Open Molecules 2025 dataset. Energies are from ωB97M-V/def2-TZVPD.

Last column: Mulliken spin population.
CARTESIAN COORDINATES (ANGSTROEM)
Hg1 0.6047 1.8325 1.1778  0.01
C1 2.1131 4.2993 -2.6099  0.00
C2 1.3787 3.5210 -1.5592  0.00
N1 1.9293 3.0309 -0.5193  0.00
N2 3.2450 3.2506 -0.3048  0.00
C3 3.7736 2.5129 0.6650  0.00
N3 5.1134 2.7866 0.8387  0.00
S1 3.1215 1.2756 1.6620  0.00
C4 -0.0816 3.2497 -1.7532  0.00
C5 -0.7242 3.6888 -2.9084  0.00
C6 -2.0567 3.3644 -3.1107  0.00
C7 -2.7201 2.6126 -2.1617  0.00
C8 -2.0160 2.2347 -1.0259  -0.01
N4 -0.7473 2.5574 -0.8291  0.00
H1 3.1671 4.3288 -2.3531  0.00
H2 1.7338 5.3238 -2.6793  0.00
H3 1.9994 3.8299 -3.5899  0.00
H4 5.4124 3.6747 0.4698  0.00
H5 5.4986 2.4941 1.7195  0.00
H6 -0.1813 4.2609 -3.6462  0.00
H7 -2.5636 3.6897 -4.0117  0.00
H8 -3.7531 2.3169 -2.2848  0.00
H9 -2.4790 1.6505 -0.2391  0.01
O1 1.7082 -0.7733 -3.4750  0.00
C9 2.3226 -1.6580 -2.7660  0.00
C10 3.3747 -2.4555 -3.2888  0.00
C11 4.0635 -3.3653 -2.5014  0.00
C12 3.7486 -3.5360 -1.1565  0.00
C13 2.7062 -2.7751 -0.6211  0.00
C14 1.9865 -1.8769 -1.3874  -0.01
C15 0.7990 -1.0987 -0.8562  0.02
O2 0.8581 0.2543 -1.2216  -0.02
N5 0.7110 -1.1840 0.6059  0.03
N6 -0.3390 -0.3632 1.1031  0.27
C16 -1.2428 -1.0436 1.7777  0.02
C17 -2.3634 -0.6007 2.4910  0.12
Br1 -2.5101 1.2847 2.7744  0.01
C18 -3.3838 -1.3628 3.0711  0.27
C19 -3.7544 -2.7117 2.7956  -0.09
C20 -4.6057 -3.3994 3.7048  0.12
C21 -5.0255 -4.6944 3.4868  -0.07
C22 -4.6296 -5.3997 2.3473  0.16
C23 -3.8108 -4.7437 1.4299  -0.07
C24 -3.3817 -3.4447 1.6362  0.17
H10 1.1442 0.1976 -2.1764  0.01
H11 3.6361 -2.3088 -4.3316  0.00
H12 4.8717 -3.9440 -2.9412  0.00
H13 4.3066 -4.2246 -0.5335  0.00
H14 2.4696 -2.8754 0.4332  0.00
H15 -0.1125 -1.5424 -1.3005  -0.01
H16 0.4917 -2.1522 0.8291  -0.01
H17 -1.1129 -2.1267 1.8156  0.02
H18 -3.9770 -0.8652 3.8310  0.04
H19 -4.9205 -2.8774 4.6029  0.01
H20 -5.6688 -5.1721 4.2190  -0.01
H21 -4.9539 -6.4186 2.1789  0.02
H22 -3.5051 -5.2559 0.5238  -0.01
H23 -2.7833 -2.9610 0.8767  0.00
F1 0.6592 4.7261 1.8789  0.00
C25 0.2974 3.5640 2.5314  0.00
F2 1.1026 3.5381 3.6333  0.00
F3 -0.9441 3.8600 3.0332  0.00

Atoms 1-2, force components in eV/Å:
-0.32 -0.36 0.45
0.03 0.04 -0.03

Calculated values
LUMO energy (spin up / spin down): 4.53 / 4.52 eV
HOMO energy (spin up / spin down): -0.5 / -1.6 eV
total charge: -2
multiplicity: 2
total energy: -132538.1090 eV
⟨S²⟩: 0.786
orbital gap (spin up / spin down): 4.98 / 6.09 eV



6.
Here is a structure of composition C19H11Cl3N3O4Sr in a non-equilibrium geometry from the Open Molecules 2025 dataset. Energies are from ωB97M-V/def2-TZVPD.

Last column: Mulliken charge in e.
CARTESIAN COORDINATES (ANGSTROEM)
Sr1 0.4630 1.4364 -0.5317  1.94
O1 0.1932 -1.2129 2.5781  -0.68
C1 0.5505 -0.1647 2.0816  0.18
N1 1.5483 0.0839 1.1576  -0.66
C2 2.1507 -0.9222 0.4458  0.18
O2 2.0728 -2.1311 0.5614  -0.68
C3 3.0558 -0.3919 -0.7285  0.69
C4 3.8809 -1.3040 -1.3688  -0.55
C5 4.6408 -0.8656 -2.4381  -0.32
C6 4.5400 0.4542 -2.8485  -0.54
C7 3.6823 1.2940 -2.1593  -0.34
N2 2.9709 0.8874 -1.1071  -0.29
C8 -0.2202 1.1298 2.5398  0.72
C9 -1.1166 1.0037 3.5879  -0.46
C10 -1.8364 2.1202 3.9764  -0.34
C11 -1.6510 3.3140 3.3000  -0.53
C12 -0.7412 3.3479 2.2578  -0.35
N3 -0.0229 2.2855 1.8941  -0.38
H1 3.8888 -2.3253 -1.0169  0.47
H2 5.3003 -1.5486 -2.9608  0.40
H3 5.0998 0.8341 -3.6926  0.38
H4 3.5363 2.3287 -2.4502  0.41
H5 -1.2375 0.0346 4.0493  0.46
H6 -2.5502 2.0571 4.7892  0.40
H7 -2.2080 4.2058 3.5539  0.38
H8 -0.5767 4.2457 1.6726  0.42
Cl1 -4.4794 -4.4971 -1.4660  -0.27
C13 -3.6260 -2.9908 -1.1574  0.14
C14 -4.1826 -2.0634 -0.2704  -0.61
C15 -3.5497 -0.8838 0.0019  0.31
Cl2 -4.2804 0.2310 1.1329  -0.21
C16 -2.2975 -0.5210 -0.5928  0.16
O3 -1.7092 0.5654 -0.3277  -0.82
C17 -1.7685 -1.5008 -1.4971  0.92
C18 -0.5043 -1.3523 -2.2104  -0.35
O4 0.2511 -0.3882 -2.2050  -0.56
C19 -2.4314 -2.7141 -1.7582  -0.87
H9 -5.1235 -2.2801 0.2194  0.42
H10 -0.2253 -2.2363 -2.8095  0.27
H11 -1.9784 -3.4270 -2.4370  0.33
Cl3 0.4912 3.8614 -1.7655  -0.76

Atoms 1-2, force components in eV/Å:
-0.09 1.44 -0.86
0.00 -0.13 0.06

Calculated values
LUMO energy: 2.50 eV
HOMO energy: -5.4 eV
total charge: -1
total energy: -70952.6427 eV
orbital gap: 7.85 eV
energy relative to the best compared isomer or geometry (same formula, charge and spin): 0.00 kcal per mole